Entry 1:
# C17H30Cl2IrN3O3

A molecular structure, C17H30Cl2IrN3O3 at a distorted geometry (ωB97M-V/def2-TZVPD, the OMol25 dataset).

## Properties
* ⟨S²⟩: 6.0604
* spin multiplicity: 5
* relative energy (zero: lowest compared OMol25 entry of this formula, charge and spin): 0.681 eV
* highest occupied orbital energy (alpha / beta): -4.1 / -7.9 eV

Geometry (Å):
Ir1 0.899305 0.806453 -0.350104
Cl1 1.332242 -1.333653 -1.076029
Cl2 0.383227 2.941991 0.379633
O1 0.990343 1.404094 -2.151882
O2 0.212502 0.132676 1.505923
O3 1.781971 -2.691900 2.193722
N1 -1.607655 -0.094622 2.831053
N2 2.544349 0.777099 0.920757
N3 1.270366 -4.136906 0.465278
C1 -1.558175 -0.096789 -3.386326
C2 1.181959 2.112594 -4.402761
C3 -1.001864 1.105117 -3.628944
C4 -0.991633 0.446239 1.786874
C5 -0.999607 -1.184731 3.591166
C6 -2.815574 0.513399 3.377378
C7 1.300029 1.889837 -5.782707
C8 -2.953704 -0.359142 -2.958567
C9 2.661590 3.876848 -5.964251
C10 -1.672549 2.440303 -3.622415
C11 2.045856 2.772247 -6.572493
C12 0.482716 1.110589 -3.479136
C13 2.103940 -3.378512 1.220886
C14 -0.147854 -4.219460 0.754494
C15 1.675696 3.276411 -3.830361
C16 2.433207 4.157465 -4.610187
C17 1.759887 -4.812831 -0.728091
H1 1.493607 3.459484 -2.767069
H2 -3.579668 -0.248277 3.551024
H3 -1.831552 2.825439 -4.646728
H4 -3.198633 1.249393 2.666660
H5 -1.795862 -1.878206 3.878834
H6 3.414783 0.917662 0.403436
H7 2.829986 5.048208 -4.125019
H8 -0.627635 -4.672981 -0.117780
H9 0.903261 -5.127756 -1.330467
H10 0.894038 0.120874 -3.771162
H11 0.808118 1.010640 -6.215967
H12 -2.672554 2.390437 -3.170267
H13 -3.682626 -0.272386 -3.771587
H14 -0.322669 -4.866606 1.624611
H15 -2.987957 -1.383962 -2.573207
H16 3.148411 -3.420687 0.841051
H17 -3.281949 0.277984 -2.136082
H18 -0.566885 -3.225630 0.942890
H19 -0.549344 -0.782505 4.507750
H20 -1.562336 1.174398 1.184513
H21 -1.069612 3.200705 -3.096935
H22 2.159398 2.586044 -7.645316
H23 2.345832 -5.703076 -0.459751
H24 -2.600306 1.006710 4.332754
H25 -0.242516 -1.709276 3.005010
H26 2.610427 -0.103876 1.439591
H27 2.466130 1.543903 1.594770
H28 3.341544 4.505682 -6.538531
H29 -0.927059 -0.979704 -3.480303
H30 2.402159 -4.143452 -1.312732

Cartesian forces (eV/Å) of the 2 atoms listed first:
-1.72 0.85 -2.68
0.01 -0.39 -0.04

---

Entry 2:
# CH2Br2ClOP

A single CH2Br2ClOP molecule at a distorted geometry (ωB97M-V/def2-TZVPD, the OMol25 dataset).

## Properties
* relative energy (zero: lowest compared OMol25 entry of this formula, charge and spin): 0.687 eV
* highest occupied orbital energy: -10.3 eV

Geometry (Å):
Br1 -0.400541 -1.796753 1.831790
Br2 0.105955 -1.932068 -1.615115
Cl1 2.049084 0.831073 -0.727706
P1 -0.815217 -0.721216 -0.035126
O1 -2.218168 -0.520515 -0.216006
C1 0.539946 1.064759 0.032354
H1 0.149938 1.836667 -0.438176
H2 0.589003 1.238054 1.167984

Cartesian forces (eV/Å) of the 2 atoms listed first:
0.22 0.14 -0.07
0.00 0.02 0.14

---

Entry 3:
# C52H45Br4N4O6Sb2V

A molecular structure, C52H45Br4N4O6Sb2V at a distorted geometry (ωB97M-V/def2-TZVPD, the OMol25 dataset).

## Properties
* ⟨S²⟩: 4.1137
* spin multiplicity: 4
* relative energy (zero: lowest compared OMol25 entry of this formula, charge and spin): 0.000 eV
* highest occupied orbital energy (alpha / beta): -4.9 / -5.3 eV
* total charge: -1

Geometry (Å):
Sb1 -2.466276 0.495509 2.166614
Sb2 -1.356449 2.892908 -0.329775
Br1 -1.251383 -4.432643 -0.134656
Br2 -1.115551 -6.683895 2.321334
Br3 -0.038836 -5.778892 5.297011
Br4 0.980635 -2.628505 5.772837
V1 1.337821 -0.282311 0.466960
O1 3.238293 -3.143761 -1.001029
O2 -0.015152 -0.092668 -1.317326
O3 0.977207 2.043433 2.214096
O4 0.595030 -1.037444 3.279405
O5 -0.515910 -1.728206 0.903323
O6 2.076583 -1.199502 -5.133580
N1 0.870305 -0.849640 -3.268129
N2 1.522154 -1.689508 -1.140366
N3 3.149435 -0.937253 1.367172
N4 1.127304 1.104782 1.533264
C1 -3.845582 2.179274 2.298370
C2 4.120472 -2.469552 -3.591283
C3 4.774327 2.834061 -1.127442
C4 -0.125357 -4.502468 3.910267
C5 0.278548 -3.220338 4.135906
C6 4.768355 -1.172064 -3.116397
C7 -3.282889 3.710615 0.264974
C8 -0.698971 -3.975684 1.605818
C9 -4.023140 -0.825610 1.486751
C10 -2.629029 0.514451 6.581594
C11 3.508588 2.952582 -1.689480
C12 0.753524 -0.878378 -1.894846
C13 -2.782007 -0.819160 6.929847
C14 -4.271171 2.745827 0.936039
C15 -5.995747 -2.564290 0.524882
C16 -1.484910 2.060344 -4.678809
C17 -4.819243 -2.386655 -0.184815
C18 -6.192454 -1.874516 1.716221
C19 -0.482826 4.775356 -0.872189
C20 -3.839427 -1.522901 0.294820
C21 2.691333 1.116863 -0.320473
C22 -1.928610 2.295188 -2.308999
C23 4.526974 -2.482447 2.553801
C24 3.985364 0.995780 0.213094
C25 2.008292 -3.922495 -3.602187
C26 -1.210628 2.648583 -3.448908
C27 -1.057118 5.667453 -1.779352
C28 2.636538 -2.551446 -3.219428
C29 -0.340854 -2.595956 1.793927
C30 5.620517 -1.653901 2.367855
C31 0.818251 7.156380 -1.562321
C32 2.203481 -4.349152 -5.051710
C33 -2.925519 1.326486 -2.434033
C34 5.014655 1.852067 -0.178675
C35 -2.893464 -1.778981 5.932413
C36 -0.415164 6.848048 -2.124278
C37 -0.609686 -4.893742 2.616444
C38 -3.210528 0.742648 -3.659987
C39 0.211236 -2.199828 3.105051
C40 -2.702799 -0.064406 4.231116
C41 1.399171 6.283612 -0.655638
C42 2.494870 -2.468556 -1.690766
C43 2.485955 2.105623 -1.283157
C44 3.315276 -2.081127 2.028892
C45 4.219352 -0.152037 1.123272
C46 0.752522 5.100494 -0.315971
C47 -5.213633 -1.014027 2.189243
C48 -2.583164 0.884722 5.242606
C49 -2.487010 1.106201 -4.788383
C50 5.467943 -0.488950 1.641075
C51 1.873156 -1.478617 -3.971319
C52 -2.856542 -1.400804 4.598439
H1 -0.873675 7.525306 -2.834997
H2 1.498145 2.223008 -1.723033
H3 -3.985509 -0.011262 -3.728180
H4 4.325178 -0.303117 -3.608047
H5 0.940660 -3.889318 -3.363159
H6 -6.754926 -3.245137 0.159356
H7 4.657885 -1.040502 -2.037900
H8 1.603871 -5.236968 -5.259030
H9 -5.376806 -0.493330 3.127218
H10 6.315225 0.153778 1.456011
H11 -7.107526 -2.013571 2.279762
H12 -3.735718 4.144791 -0.628809
H13 -3.381876 2.964915 2.902909
H14 -4.648566 -2.932715 -1.104664
H15 6.009159 1.764546 0.241525
H16 -2.909748 -1.413220 -0.253716
H17 -2.806147 -1.112172 7.972216
H18 -2.442363 1.931931 4.995900
H19 -3.052386 4.533530 0.947743
H20 -5.212794 3.290705 1.072087
H21 2.456487 -4.653848 -2.927030
H22 -2.533508 1.269512 7.352914
H23 -3.476480 0.992104 -1.560189
H24 6.590581 -1.920711 2.768384
H25 -2.018302 5.437661 -2.227462
H26 -2.698694 0.644587 -5.744842
H27 1.225900 4.416371 0.380833
H28 1.325215 8.073774 -1.835884
H29 -2.953210 -2.166274 3.833795
H30 3.244875 -4.599811 -5.256466
H31 1.904550 -3.566013 -5.748229
H32 4.620629 -3.328479 -3.142068
H33 5.573514 3.498178 -1.432780
H34 3.318740 3.711651 -2.440335
H35 2.437779 -2.702963 2.139226
H36 -0.908368 2.345420 -5.550958
H37 4.596065 -3.420098 3.085775
H38 4.204331 -2.548333 -4.675225
H39 -4.719550 1.818932 2.843248
H40 -0.413678 3.381596 -3.384051
H41 -4.514468 1.922521 0.253961
H42 0.338175 -0.134044 -3.748980
H43 5.836347 -1.167741 -3.339802
H44 -2.998148 -2.825956 6.191508
H45 2.362697 6.513789 -0.217560

Cartesian forces (eV/Å) of the 2 atoms listed first:
-0.11 -0.07 0.15
0.17 -0.01 0.07

---

Entry 4:
# C23H44INNbO3

A molecular structure, C23H44INNbO3 at a distorted geometry (ωB97M-V/def2-TZVPD, the OMol25 dataset).

## Properties
* highest occupied orbital energy: -4.9 eV
* total charge: -1

Geometry (Å):
I1 -0.297698 1.710224 4.068332
Nb1 -0.067362 0.148369 0.669491
O1 -2.383032 -3.857975 1.777565
O2 -0.349630 4.761880 0.714237
O3 0.353165 2.125839 0.688040
N1 -3.889399 -3.466956 0.080666
C1 -6.646368 0.895012 1.696153
C2 -5.961287 3.077666 1.008974
C3 5.576125 -2.128157 -3.719792
C4 2.536030 -2.915744 -1.648373
C5 -4.806492 2.534954 0.491967
C6 0.553429 0.065502 2.872108
C7 3.774033 -2.168808 -1.166774
C8 -1.482332 -2.654819 -0.125717
C9 4.086490 -0.921857 -1.989217
C10 0.276865 2.835138 -0.538352
C11 -1.057206 4.744184 -1.623485
C12 -4.569316 1.182606 0.583408
C13 6.904638 -1.610867 -3.177435
C14 -2.247581 0.536861 1.251106
C15 2.416675 -0.484138 4.514627
C16 -0.330685 -2.102065 0.750759
C17 2.095914 0.124129 3.110592
C18 -6.874057 2.251021 1.622751
C19 -2.569271 -3.361287 0.690534
C20 -0.787869 3.921914 -0.365541
C21 -3.276723 0.545382 0.065412
C22 4.405538 -1.179433 -3.463280
C23 -5.494570 0.348038 1.192019
H1 -2.030866 5.236045 -1.511410
H2 2.354866 1.183894 3.191387
H3 -5.297199 -0.716850 1.275786
H4 -0.427850 -2.394272 1.802649
H5 2.660448 -0.381561 2.324649
H6 2.338524 -3.774721 -1.003400
H7 4.922179 -0.391232 -1.521801
H8 1.559048 -0.406131 5.189510
H9 -2.540641 -0.251333 1.965747
H10 -6.116016 4.152053 0.953362
H11 -2.893288 1.225101 -0.703341
H12 -1.904791 -1.922837 -0.818638
H13 -7.414231 0.288636 2.173315
H14 1.659899 -2.264437 -1.621860
H15 7.711532 -2.306572 -3.418266
H16 7.154415 -0.643127 -3.618555
H17 1.657584 -0.178795 0.085394
H18 3.517038 -1.573894 -3.964906
H19 4.634259 -2.847439 -1.155760
H20 2.658114 -3.289554 -2.668220
H21 -1.145969 4.080860 -2.490818
H22 0.142638 2.219235 -1.434673
H23 -4.051200 3.161288 0.021897
H24 -0.821305 4.445269 1.490695
H25 0.149427 -0.839817 3.341511
H26 -4.393114 -2.608599 0.278552
H27 6.880947 -1.497681 -2.092776
H28 -3.502189 -0.454867 -0.310128
H29 -0.588891 0.114179 -1.087609
H30 1.235788 3.373685 -0.660673
H31 5.365694 -3.114119 -3.296097
H32 -2.354827 1.516021 1.732349
H33 3.253248 0.023900 5.007859
H34 -1.057770 -3.460131 -0.753229
H35 -1.731048 3.458458 -0.040026
H36 0.599525 -2.556932 0.387983
H37 -7.776840 2.688859 2.042188
H38 -3.768363 -3.597932 -0.918358
H39 4.618247 -0.218174 -3.944048
H40 3.614067 -1.864190 -0.129361
H41 -0.278603 5.499182 -1.766455
H42 2.613441 -1.553225 4.367414
H43 5.672972 -2.274216 -4.800225
H44 3.233079 -0.240640 -1.932391

Cartesian forces (eV/Å) of the 2 atoms listed first:
-0.01 -0.38 -0.16
0.49 2.60 2.11

---

Entry 5:
# C5H12NO

A gas-phase ion, C5H12NO (charge +1) at a distorted geometry (ωB97M-V/def2-TZVPD, the OMol25 dataset).

## Properties
* relative energy (zero: lowest compared OMol25 entry of this formula, charge and spin): 1.858 eV
* highest occupied orbital energy: -15.2 eV
* total charge: +1

Geometry (Å):
O1 -1.447743 0.730769 -2.527955
N1 -1.050808 -0.908770 -0.661708
C1 -0.830276 1.233443 -1.588866
C2 1.608679 -0.029997 -0.151166
C3 0.438322 0.453787 0.650267
C4 0.150990 -0.439360 1.905538
C5 -0.743197 0.439783 -0.257948
H1 1.384881 0.069319 -1.212033
H2 -1.716042 -1.361966 -0.021358
H3 -0.077901 -1.459610 -0.608861
H4 -1.149114 -0.908074 -1.740088
H5 0.665494 1.412442 1.145386
H6 0.865679 -0.061379 2.701255
H7 -0.458964 2.311717 -1.646518
H8 1.789697 -1.105173 0.029230
H9 -0.836401 -0.191430 2.330264
H10 2.694138 0.546408 -0.107489
H11 0.306758 -1.499510 1.500261
H12 -1.594183 0.767608 0.261788

Cartesian forces (eV/Å) of the 2 atoms listed first:
1.65 0.76 1.63
3.64 -3.27 -1.17

---

Entry 6:
# C15H23N4PPt

A molecular structure, C15H23N4PPt at a distorted geometry (ωB97M-V/def2-TZVPD, the OMol25 dataset).

## Properties
* ⟨S²⟩: 2.0067
* spin multiplicity: 3
* highest occupied orbital energy (alpha / beta): -6.3 / -8.0 eV

Geometry (Å):
Pt1 -0.005250 -0.431892 -0.514679
P1 2.163626 -0.666532 -1.076068
N1 0.021437 0.675567 1.140547
N2 -0.012004 1.303490 5.710566
N3 0.070074 1.817007 3.282657
N4 -2.456560 -1.061543 -2.676626
C1 -0.834202 2.850941 -3.280019
C2 1.407637 1.714603 -2.103205
C3 0.140028 1.210562 -1.798816
C4 0.035278 1.074789 2.250045
C5 0.429982 3.335261 -3.600304
C6 -1.564148 -0.979506 -3.793792
C7 2.364342 -1.535362 -2.654568
C8 3.396599 -1.287699 0.065986
C9 1.546263 2.790618 -2.977306
C10 2.621913 1.060439 -1.501221
C11 -0.992132 1.793473 -2.373543
C12 -2.388814 1.366023 -2.043549
C13 0.022710 1.477910 4.549241
C14 -2.586973 -0.100747 -1.653769
C15 -3.146207 -2.315897 -2.529760
H1 1.992971 -2.559609 -2.529427
H2 -3.056529 1.614971 -2.877669
H3 -2.036480 -1.541986 -4.618277
H4 3.428028 -1.550789 -2.921857
H5 -0.579149 -1.454088 -3.604061
H6 3.476949 1.044850 -2.191429
H7 -3.596789 -0.231344 -1.236590
H8 -4.077003 -2.154237 -1.968844
H9 1.792397 -1.037875 -3.447806
H10 2.954467 1.550679 -0.571035
H11 -1.391019 0.052430 -4.120376
H12 3.159271 -2.334086 0.290093
H13 -2.748588 1.954524 -1.184843
H14 2.550714 3.169352 -3.178772
H15 3.379454 -0.701152 0.992081
H16 4.391571 -1.226933 -0.393885
H17 -3.380214 -2.701289 -3.534721
H18 -2.551552 -3.084419 -1.997832
H19 -1.728537 3.274810 -3.738588
H20 -0.640763 -1.657760 0.421769
H21 0.370639 -1.909703 0.177511
H22 0.540185 4.135747 -4.325064
H23 -1.883523 -0.355195 -0.767398

Cartesian forces (eV/Å) of the 2 atoms listed first:
0.65 -0.97 -1.23
1.05 1.19 -0.63

---

no.,total energy (hartree),molecular weight (Da)
1,-2080.286325,587.6
2,-6064.146497,256.3
3,-14399.667215,1436.0
4,-1537.789332,602.4
5,-327.391304,102.2
6,-1264.881259,485.4